Entry A
A cluster of 2 separate species, C6H11N4 in total, computed with ωB97M-V with the def2-TZVPD basis set.

Last columns: bonded neighbours and bond lengths (Å).
Geometry (Å):
1 N 1.05915 -0.76570 -1.02476  C5 1.474, C7 1.369, C10 1.350
2 N -3.08021 1.98643 0.76536  N4 1.425, H12 0.989, H17 0.995
3 N -0.42180 1.65090 1.97297  C6 1.330, H18 1.027, H21 0.985
4 N -2.14412 0.93852 0.52671  N2 1.425, C6 1.325, H16 1.007
5 C 1.30561 0.46767 -1.79328  N1 1.474, H11 1.174, H15 1.053, H20 1.009
6 C -0.96087 0.79856 1.10541  N3 1.330, N4 1.325
7 C 1.96651 -1.78055 -1.16913  N1 1.369, C8 1.350, H14 1.013
8 C 1.81460 -2.68729 -0.18116  C7 1.350, C9 1.437, H13 1.010
9 C 0.81681 -2.18866 0.72553  C8 1.437, C10 1.314, H19 1.052
10 C 0.37766 -1.13094 0.08160  N1 1.350, C9 1.314
11 H 0.67267 0.58165 -2.77581  C5 1.174
12 H -3.52588 2.45434 0.01642  N2 0.989
13 H 2.37806 -3.51404 -0.04651  C8 1.010
14 H 2.64131 -1.76592 -1.92437  C7 1.013
15 H 2.24231 0.43689 -2.27436  C5 1.053
16 H -2.65071 0.24329 0.00408  N4 1.007
17 H -3.76165 1.58674 1.37062  N2 0.995
18 H -0.97105 2.50947 2.09903  N3 1.027
19 H 0.45591 -2.53069 1.65308  C9 1.052
20 H 1.24205 1.24555 -1.15347  C5 1.009
21 H 0.54364 1.46378 2.02205  N3 0.985

Calculated values
E_HOMO (spin up / spin down)	-12.75 / -12.75	eV
charge	+1
LUMO level (spin up / spin down)	-5.27 / -5.28	eV
2S+1	1

Entry B
The ion C6H11N4 with charge +1, computed with ωB97M-V with the def2-TZVPD basis set.

Last columns: bonded neighbours and bond lengths (Å).
Geometry (Å):
1 N -1.86361 -0.36623 -0.98444  C7 1.502, C10 1.326, H20 1.005
2 N 0.96436 1.86671 0.01099  C8 1.399, C9 1.406, H16 1.012
3 N -1.26228 1.20522 0.52834  C9 1.462, C10 1.325, H14 1.015
4 N 1.19201 0.07622 -1.29580  C6 1.419, C8 1.262
5 C 1.47384 -1.35751 0.60258  C6 1.540, H15 1.106, H18 1.044, H21 1.071
6 C 0.51784 -0.41020 -0.14638  N4 1.419, C5 1.540, C7 1.508, C9 1.591
7 C -0.70488 -1.20581 -0.52838  N1 1.502, C6 1.508, H11 1.122, H17 1.091
8 C 1.41589 1.31426 -1.19238  N2 1.399, N4 1.262, H12 1.073
9 C 0.16351 0.91257 0.66340  N2 1.406, N3 1.462, C6 1.591, H19 1.102
10 C -2.16845 0.73991 -0.31922  N1 1.326, N3 1.325, H13 1.035
11 H -0.30686 -1.81850 -1.37981  C7 1.122
12 H 1.71544 1.82343 -2.08784  C8 1.073
13 H -3.06552 1.25616 -0.29613  C10 1.035
14 H -1.42643 2.14328 0.87820  N3 1.015
15 H 2.38433 -0.73417 0.52506  C5 1.106
16 H 0.79655 2.80682 0.34689  N2 1.012
17 H -0.92649 -1.73282 0.40122  C7 1.091
18 H 1.52368 -2.22370 0.02137  C5 1.044
19 H 0.49524 0.65094 1.68132  C9 1.102
20 H -2.65628 -0.93730 -1.21972  N1 1.005
21 H 1.28011 -1.51223 1.64418  C5 1.071

Calculated values
E_HOMO	-13.15	eV
SMILES	C[C@@]12C[NH+]=CN[C@@H]1NC=N2
charge	+1
LUMO level	-3.78	eV
2S+1	1

Which structure is the most stable? The one labeled entry B.